[1]
The following is a quantum chemistry calculation of a molecular structure, C27H28N4O2Pr at a distorted geometry, from OMol25.

```
! RIJCOSX wB97M-V def2-TZVPD def2/J DEFGRID3
* xyz 1 3
Pr -0.19083 -0.62142 0.44865
C 2.45774 -0.85158 2.43242
C 3.10087 -0.88046 1.07536
C 4.47353 -0.97704 0.90188
C 4.98921 -0.95839 -0.37874
C 4.13640 -0.83598 -1.46470
C 2.77781 -0.74709 -1.23118
N 2.28421 -0.77764 0.01606
C 1.78788 -0.58653 -2.34369
C 2.18931 -0.53988 -3.66869
C 1.23135 -0.37573 -4.64977
C -0.09575 -0.25166 -4.29063
C -0.43457 -0.30468 -2.94840
N 0.49901 -0.45900 -1.99820
C -1.85419 -0.15734 -2.49510
C -2.89079 0.06229 -3.38200
C -4.17375 0.21174 -2.87852
C -4.38904 0.14925 -1.51598
C -3.30840 -0.07230 -0.67562
C -3.44098 -0.11959 0.82000
N -2.07418 -0.22579 -1.17484
H 3.19090 -0.98834 3.22295
H 1.71527 -1.64594 2.54372
H 1.96346 0.11099 2.59237
H 5.11746 -1.05994 1.76697
H 6.05698 -1.03152 -0.54011
H 4.53900 -0.80975 -2.46473
H 3.22707 -0.63696 -3.94552
H 1.51879 -0.34304 -5.69237
H -0.84695 -0.12467 -5.05390
H -2.72036 0.11975 -4.44521
H -5.00031 0.38222 -3.55613
H -5.37822 0.27123 -1.09566
H -4.48044 -0.05986 1.13186
H -2.90272 0.71881 1.27124
H -3.04155 -1.05129 1.23060
O -0.14166 -4.12032 -2.17957
C -0.37961 -4.09952 -1.00448
C -0.70903 -5.29546 -0.11512
C -0.90076 -4.69651 1.27746
C -0.68545 -3.23007 1.02978
O -0.76119 -2.31529 1.91989
N -0.39432 -2.91754 -0.22754
H 0.10493 -6.01531 -0.17571
H -1.60115 -5.78334 -0.50408
H -0.18092 -5.04184 2.01985
H -1.89162 -4.84831 1.70506
C 0.48924 4.94178 1.45748
C -0.17301 4.05611 2.52096
C -1.60517 4.54284 2.78463
C 0.63271 4.12127 3.82568
C -0.20670 2.67387 2.00705
C -0.21310 1.55408 1.50628
H 0.53183 5.97760 1.80232
H -0.07612 4.91237 0.52491
H 1.50665 4.60510 1.25344
H -1.58413 5.56911 3.15839
H -2.10037 3.91726 3.52840
H -2.19612 4.52448 1.86744
H 0.64491 5.14779 4.19897
H 1.66436 3.80514 3.66234
H 0.19258 3.48186 4.59176
*
```

Its electronic energy is -1932.1130 hartree. Its energy above the lowest of the compared OMol25 structures with the same formula, charge and spin is 0.0 kJ/mol. The expectation value of S² is 2.002. The calculation puts the gap between HOMO and LUMO (spin up / spin down) at 0.28076 / 0.28187 Ha.

Löwdin charges, unit e, in atom order:
1 Pr 1.243
2 C -0.003
3 C -0.272
4 C 0.009
5 C -0.011
6 C 0.014
7 C -0.167
8 N 0.046
9 C -0.159
10 C 0.023
11 C -0.003
12 C 0.024
13 C -0.158
14 N 0.079
15 C -0.167
16 C 0.015
17 C -0.011
18 C 0.010
19 C -0.273
20 C -0.003
21 N 0.046
22 H 0.098
23 H 0.082
24 H 0.081
25 H 0.125
26 H 0.124
27 H 0.111
28 H 0.113
29 H 0.126
30 H 0.113
31 H 0.111
32 H 0.124
33 H 0.125
34 H 0.098
35 H 0.082
36 H 0.082
37 O 0.103
38 C -0.442
39 C -0.062
40 C -0.058
41 C -0.492
42 O -0.142
43 N 0.035
44 H 0.128
45 H 0.129
46 H 0.134
47 H 0.134
48 C -0.057
49 C -0.638
50 C -0.055
51 C -0.055
52 C -0.141
53 C -0.162
54 H 0.087
55 H 0.085
56 H 0.084
57 H 0.086
58 H 0.085
59 H 0.083
60 H 0.086
61 H 0.083
62 H 0.086

[2]
The following is a quantum chemistry calculation of a molecular structure, C24H34F2O4 at a distorted geometry, from OMol25.

```
! RIJCOSX wB97M-V def2-TZVPD def2/J DEFGRID3
* xyz 0 1
C 14.29098 21.88180 24.63527
C 14.90928 20.57756 24.23018
O 14.22786 19.66878 23.81166
C 16.41281 20.30119 24.61391
H 14.80422 22.67037 24.08495
H 14.23290 22.04258 25.71178
H 13.27552 21.87164 24.23923
H 16.50438 19.29991 25.03481
H 16.71358 20.99434 25.39952
H 17.13818 20.34042 23.80125
C 9.53617 16.54518 26.19710
C 8.91170 16.41105 24.83385
O 9.07892 17.29188 23.94916
C 8.18574 15.10003 24.54399
H 10.14413 17.43326 26.36969
H 10.14459 15.65978 26.38146
H 8.79081 16.44129 26.98562
H 7.21425 15.24437 24.07125
H 8.02849 14.35749 25.32630
H 8.88518 14.58767 23.88341
C 13.21149 22.34031 28.49475
C 14.26167 21.49087 27.73908
O 13.83923 20.61859 26.95207
C 15.71729 21.67460 28.12253
H 12.92080 23.30111 28.06994
H 13.62014 22.52684 29.48788
H 12.36427 21.67435 28.65845
H 15.80606 21.21115 29.10509
H 16.10263 22.69350 28.08435
H 16.26249 21.20172 27.30568
C 9.99978 23.92522 26.74385
C 9.14030 23.85944 27.90993
O 7.96006 23.52691 27.89775
C 9.91384 23.83135 29.20267
H 10.78264 23.18439 26.90636
H 10.31867 24.96690 26.77988
H 9.23728 23.79549 25.97582
H 10.23661 22.79734 29.08131
H 9.20695 23.99290 30.01649
H 10.78352 24.48641 29.25429
F 12.70341 18.68428 25.54238
C 12.70030 17.51241 24.85463
C 11.63554 17.15970 24.10253
C 11.73701 15.98206 23.31051
C 12.91095 15.24035 23.32017
C 13.90844 15.50469 24.23345
C 13.84929 16.72240 24.93764
H 10.74071 17.75589 24.00137
H 10.94824 15.55754 22.70716
H 13.08514 14.40669 22.65605
H 14.83963 14.95767 24.22667
H 14.72544 17.01422 25.49765
F 12.19896 23.04263 27.02066
C 11.60132 21.94730 26.59763
C 10.56526 21.37427 27.32117
C 10.10371 20.08440 26.99989
C 10.71568 19.37562 26.01384
C 11.69866 19.94361 25.23482
C 12.12577 21.20891 25.55508
H 10.09935 21.87001 28.15996
H 9.31632 19.59181 27.55103
H 10.28922 18.39941 25.83626
H 12.14993 19.39880 24.41877
H 13.03361 21.61957 25.13845
*
```

Its electronic energy is -1434.9258 hartree. Its energy above the lowest of the compared OMol25 structures with the same formula, charge and spin is 1594.3 kJ/mol. The calculation puts the gap between HOMO and LUMO at 0.29332 Ha.

Löwdin charges, unit e, in atom order:
1 C -0.046
2 C -0.375
3 O 0.095
4 C 0.011
5 H 0.124
6 H 0.088
7 H 0.102
8 H 0.077
9 H 0.049
10 H 0.078
11 C -0.017
12 C -0.409
13 O 0.003
14 C -0.011
15 H 0.026
16 H 0.105
17 H 0.102
18 H 0.087
19 H 0.079
20 H 0.080
21 C -0.025
22 C -0.370
23 O 0.019
24 C 0.005
25 H 0.079
26 H 0.087
27 H 0.094
28 H 0.099
29 H 0.092
30 H 0.052
31 C -0.024
32 C -0.535
33 O 0.060
34 C -0.010
35 H 0.001
36 H 0.113
37 H 0.119
38 H 0.051
39 H 0.093
40 H 0.090
41 F -0.007
42 C -0.233
43 C -0.023
44 C -0.034
45 C -0.099
46 C -0.073
47 C 0.020
48 H 0.085
49 H 0.104
50 H 0.101
51 H 0.102
52 H 0.114
53 F -0.034
54 C -0.347
55 C -0.048
56 C -0.005
57 C -0.063
58 C -0.139
59 C -0.018
60 H 0.070
61 H 0.116
62 H 0.025
63 H 0.106
64 H -0.055

| no. | M (Da) |
| --- | --- |
| 1 | 581.46 |
| 2 | 424.53 |